1.
Formula: C20H55IN5O5
Source: the Open Molecules 2025 dataset
Level of theory: ωB97M-V with the def2-TZVPD basis set

Last column: Löwdin charge in e.
Positions of all 86 atoms, in Å:
I  -12.49  -14.86  4.91  -0.067
C  -15.48  -11.97  0.83  -0.062
C  -14.94  -12.88  1.92  -0.442
C  -15.66  -14.23  1.91  -0.210
O  -16.96  -14.06  2.45  -0.197
C  -17.76  -15.20  2.29  -0.130
N  -13.49  -13.05  1.75  0.015
H  -15.11  -10.95  0.92  0.053
H  -16.57  -11.95  0.78  0.077
H  -15.13  -12.35  -0.14  0.077
H  -15.09  -12.41  2.89  0.136
H  -15.12  -14.93  2.56  0.102
H  -15.73  -14.57  0.87  0.127
H  -18.64  -15.13  2.92  0.083
H  -17.19  -16.09  2.59  0.081
H  -18.01  -15.38  1.23  0.085
H  -13.35  -13.62  0.91  0.077
H  -13.16  -13.69  2.48  -0.073
C  -17.44  -15.11  5.95  -0.059
C  -16.75  -16.26  6.68  -0.438
C  -16.53  -17.47  5.79  -0.210
O  -17.80  -18.02  5.44  -0.198
C  -17.64  -19.21  4.68  -0.125
N  -15.43  -15.90  7.22  0.034
H  -17.64  -14.27  6.61  0.074
H  -18.40  -15.43  5.54  0.069
H  -16.83  -14.78  5.10  0.071
H  -17.39  -16.55  7.52  0.133
H  -16.00  -18.22  6.38  0.128
H  -15.96  -17.15  4.91  0.124
H  -18.65  -19.52  4.40  0.082
H  -17.18  -20.00  5.28  0.085
H  -17.11  -19.01  3.75  0.083
H  -14.82  -15.78  6.41  -0.055
H  -15.42  -14.99  7.66  0.058
C  -11.30  -12.27  8.34  -0.084
C  -11.18  -13.61  9.05  -0.442
C  -12.54  -14.13  9.44  -0.223
O  -12.40  -15.35  10.16  -0.180
C  -13.63  -15.75  10.72  -0.135
N  -10.50  -14.59  8.19  0.035
H  -10.33  -11.82  8.12  0.073
H  -11.83  -11.51  8.92  0.070
H  -11.78  -12.38  7.36  0.051
H  -10.60  -13.50  9.97  0.134
H  -13.18  -14.34  8.57  0.113
H  -13.07  -13.39  10.06  0.120
H  -14.12  -14.95  11.29  0.079
H  -13.45  -16.61  11.35  0.081
H  -14.33  -16.05  9.92  0.073
H  -11.01  -14.68  7.31  -0.069
H  -9.63  -14.15  7.89  0.061
C  -12.48  -9.21  5.39  -0.070
C  -13.26  -9.97  4.34  -0.439
C  -13.70  -9.06  3.22  -0.202
O  -14.71  -8.18  3.69  -0.192
C  -15.41  -7.57  2.64  -0.133
N  -12.42  -11.04  3.78  0.046
H  -11.47  -9.02  5.03  0.079
H  -12.41  -9.70  6.36  0.061
H  -12.86  -8.21  5.63  0.072
H  -14.15  -10.41  4.81  0.138
H  -14.12  -9.65  2.39  0.101
H  -12.88  -8.45  2.82  0.133
H  -16.08  -6.79  2.98  0.081
H  -16.06  -8.30  2.13  0.084
H  -14.69  -7.18  1.90  0.085
H  -12.90  -11.49  2.99  0.010
H  -12.39  -11.81  4.46  -0.008
C  -10.68  -17.98  1.79  -0.068
C  -10.53  -18.80  3.08  -0.451
C  -9.23  -18.50  3.80  -0.203
O  -8.10  -18.62  2.95  -0.192
C  -7.64  -19.94  2.85  -0.131
N  -11.63  -18.52  4.01  0.030
H  -11.62  -18.19  1.28  0.069
H  -9.90  -18.20  1.05  0.068
H  -10.68  -16.90  1.99  0.075
H  -10.58  -19.85  2.79  0.124
H  -9.11  -19.16  4.66  0.121
H  -9.28  -17.47  4.18  0.131
H  -6.77  -19.93  2.19  0.083
H  -8.40  -20.64  2.48  0.081
H  -7.32  -20.32  3.83  0.085
H  -12.52  -18.82  3.63  0.061
H  -11.71  -17.51  4.12  -0.072

- F_max: 0.02294 hartree/bohr
- Energy relative to the best compared isomer or geometry (same formula, charge and spin): 0.00 kcal/mol
- Electronic energy: -1742.71668 a.u.
- Net charge: -1

---

2.
Formula: C20H56F3N10O10S
Source: the Open Molecules 2025 dataset
Level of theory: ωB97M-V with the def2-TZVPD basis set

Last column: Löwdin charge in e.
Positions of all 100 atoms, in Å:
C  0.80  1.89  -0.83  -0.650
F  2.01  1.90  -0.27  0.124
F  0.36  3.13  -0.80  0.145
F  0.79  1.43  -2.06  0.151
S  -0.36  0.79  0.26  0.556
O  -0.45  1.49  1.53  -0.324
O  -1.59  0.86  -0.55  -0.331
O  0.22  -0.56  0.29  -0.361
C  2.09  -3.24  -0.98  -0.677
O  2.73  -4.20  -1.40  0.013
N  2.32  -2.59  0.19  0.151
N  1.03  -2.63  -1.59  0.159
H  2.94  -3.05  0.84  0.095
H  1.74  -1.79  0.40  0.040
H  0.70  -1.75  -1.21  0.050
H  0.92  -2.91  -2.55  0.098
C  -2.77  -3.00  0.38  -0.680
O  -3.17  -4.14  0.58  0.005
N  -1.61  -2.51  0.94  0.153
N  -3.20  -2.22  -0.64  0.176
H  -1.23  -1.57  0.92  0.038
H  -1.18  -3.18  1.56  0.105
H  -4.08  -2.51  -1.03  0.103
H  -2.81  -1.36  -0.97  0.052
C  0.08  4.18  3.83  -0.685
O  0.38  4.54  4.97  0.007
N  0.85  4.17  2.74  0.168
N  -1.20  3.85  3.48  0.135
H  0.52  3.58  1.99  0.069
H  1.83  4.39  2.74  0.107
H  -2.00  4.10  4.04  0.094
H  -1.30  2.99  2.96  0.048
C  2.50  -1.91  4.34  -0.050
C  1.92  -0.57  3.90  -0.395
C  2.64  0.06  2.69  -0.189
O  3.75  0.85  3.12  -0.165
C  4.27  1.58  2.03  -0.126
N  0.49  -0.63  3.72  0.043
H  1.85  -2.68  4.74  0.073
H  3.17  -1.73  5.20  0.073
H  3.20  -2.33  3.62  0.066
H  2.03  0.13  4.73  0.138
H  1.99  0.55  1.95  0.087
H  3.12  -0.71  2.06  0.106
H  5.16  2.10  2.38  0.086
H  3.60  2.30  1.56  0.068
H  4.60  0.94  1.20  0.082
H  0.23  -1.30  2.99  0.061
H  0.14  0.23  3.32  0.052
C  -4.36  -3.11  4.06  -0.070
C  -3.29  -2.04  3.95  -0.448
C  -3.80  -0.66  4.37  -0.198
O  -4.44  -0.03  3.28  -0.184
C  -3.49  0.66  2.48  -0.100
N  -2.13  -2.38  4.78  0.039
H  -5.28  -2.84  3.53  0.081
H  -4.56  -3.31  5.12  0.075
H  -4.15  -4.09  3.62  0.071
H  -2.96  -2.13  2.91  0.095
H  -3.08  0.00  4.86  0.121
H  -4.59  -0.72  5.13  0.124
H  -3.00  1.43  3.08  0.074
H  -3.98  1.18  1.66  0.090
H  -2.87  -0.06  1.95  0.062
H  -1.81  -3.30  4.49  0.068
H  -1.34  -1.83  4.43  0.023
C  3.29  -1.80  -4.75  -0.063
C  2.47  -0.56  -4.48  -0.458
C  3.30  0.64  -3.96  -0.224
O  4.04  0.35  -2.81  -0.182
C  4.91  1.41  -2.40  -0.091
N  1.62  -0.13  -5.57  0.061
H  3.80  -1.69  -5.72  0.075
H  2.69  -2.69  -4.92  0.076
H  4.05  -1.92  -3.98  0.081
H  1.91  -0.92  -3.61  0.110
H  2.59  1.45  -3.74  0.102
H  3.84  1.05  -4.83  0.126
H  5.34  1.10  -1.46  0.082
H  4.48  2.41  -2.47  0.085
H  5.67  1.46  -3.20  0.084
H  0.97  -0.79  -5.96  0.079
H  1.02  0.60  -5.19  0.036
C  -4.12  0.74  -3.09  -0.040
C  -2.82  0.65  -3.90  -0.418
C  -2.24  2.02  -4.30  -0.212
O  -1.02  1.86  -5.00  -0.212
C  -0.39  3.09  -5.27  -0.111
N  -1.84  -0.11  -3.11  0.046
H  -4.18  -0.15  -2.48  0.061
H  -5.04  0.74  -3.67  0.073
H  -4.00  1.66  -2.50  0.083
H  -2.89  0.07  -4.83  0.129
H  -2.02  2.52  -3.34  0.124
H  -2.96  2.63  -4.85  0.128
H  -0.89  3.55  -6.13  0.090
H  0.63  2.94  -5.63  0.079
H  -0.21  3.70  -4.38  0.092
H  -1.99  0.13  -2.12  0.001
H  -0.94  0.29  -3.36  0.040

- F_max: 0.05696 hartree/bohr
- Energy relative to the best compared isomer or geometry (same formula, charge and spin): 0.00 kcal/mol
- Electronic energy: -2793.50984 a.u.
- Net charge: -1

---

3.
Formula: C20H56N4O6
Source: the Open Molecules 2025 dataset
Level of theory: ωB97M-V with the def2-TZVPD basis set

Last column: Löwdin charge in e.
Positions of all 86 atoms, in Å:
C  5.05  20.40  -17.62  -0.094
C  3.76  20.61  -18.37  -0.324
O  3.31  21.94  -18.15  -0.077
H  5.75  21.19  -17.88  0.081
H  5.48  19.42  -17.85  0.076
H  4.91  20.38  -16.54  0.050
H  3.02  19.88  -18.02  0.106
H  3.89  20.46  -19.45  0.108
H  2.37  21.96  -17.97  0.079
C  6.36  17.41  -14.87  -0.066
C  5.08  18.16  -14.67  -0.335
O  4.27  17.43  -13.75  -0.112
H  6.81  17.21  -13.90  0.064
H  7.09  17.92  -15.50  0.079
H  6.15  16.45  -15.35  0.068
H  4.56  18.39  -15.61  0.079
H  5.22  19.15  -14.21  0.100
H  3.33  17.52  -13.95  0.051
C  9.08  18.53  -9.12  -0.065
C  7.87  19.20  -8.51  -0.438
C  6.65  18.30  -8.66  -0.241
O  6.49  17.93  -10.00  -0.190
C  5.56  16.89  -10.17  -0.107
N  8.14  19.53  -7.10  0.035
H  9.09  18.49  -10.20  0.059
H  9.19  17.50  -8.75  0.085
H  9.95  19.09  -8.78  0.075
H  7.66  20.14  -9.02  0.144
H  5.73  18.80  -8.32  0.127
H  6.80  17.43  -7.99  0.126
H  4.64  17.14  -9.64  0.088
H  5.93  15.91  -9.82  0.089
H  5.38  16.78  -11.24  0.074
H  7.43  20.17  -6.75  0.069
H  8.03  18.69  -6.54  0.068
C  13.43  19.85  -12.39  -0.080
C  11.97  19.57  -12.75  -0.438
C  11.66  18.08  -12.87  -0.226
O  10.27  17.91  -12.90  -0.208
C  9.87  16.56  -12.83  -0.105
N  11.14  20.24  -11.73  0.052
H  13.55  20.89  -12.08  0.076
H  14.12  19.68  -13.21  0.074
H  13.74  19.27  -11.50  0.076
H  11.89  20.03  -13.74  0.135
H  12.05  17.61  -11.94  0.125
H  12.21  17.55  -13.65  0.131
H  10.10  16.04  -13.76  0.091
H  8.82  16.53  -12.55  0.077
H  10.35  16.08  -11.97  0.091
H  10.21  19.86  -11.89  0.054
H  11.43  19.79  -10.86  0.064
C  3.72  22.49  -13.59  -0.047
C  3.61  21.78  -12.24  -0.420
C  2.86  22.56  -11.16  -0.208
O  3.64  23.55  -10.51  -0.175
C  3.59  24.84  -11.05  -0.125
N  2.79  20.56  -12.49  0.029
H  2.72  22.49  -14.03  0.082
H  4.43  21.96  -14.22  0.065
H  4.06  23.51  -13.47  0.053
H  4.57  21.48  -11.81  0.138
H  2.60  21.86  -10.36  0.120
H  1.94  22.96  -11.61  0.131
H  4.14  25.51  -10.38  0.088
H  2.58  25.27  -11.03  0.091
H  4.07  24.93  -12.03  0.069
H  2.64  20.09  -11.59  0.064
H  3.37  19.86  -12.95  0.043
C  3.20  14.72  -15.29  -0.064
C  1.95  15.37  -15.83  -0.422
C  0.71  14.97  -15.07  -0.215
O  -0.34  15.87  -15.38  -0.200
C  -1.60  15.33  -15.08  -0.115
N  2.10  16.83  -15.67  0.049
H  3.28  13.68  -15.64  0.084
H  3.28  14.71  -14.20  0.083
H  4.08  15.16  -15.75  0.069
H  1.81  15.09  -16.88  0.141
H  0.86  15.08  -13.98  0.135
H  0.45  13.93  -15.29  0.129
H  -1.77  14.39  -15.63  0.087
H  -2.34  16.06  -15.40  0.088
H  -1.73  15.14  -14.01  0.090
H  1.33  17.32  -16.10  0.078
H  2.91  17.08  -16.23  0.064

- F_max: 0.03013 hartree/bohr
- Energy relative to the best compared isomer or geometry (same formula, charge and spin): 25.38 kcal/mol
- Electronic energy: -1465.95200 a.u.
- SMILES: COC[C@H](C)N.COC[C@H](C)N.COC[C@H](C)N.COC[C@H](C)N.CCO.CCO
- Net charge: 0

---

Q: Which of these has the highest net charge?
A: C20H56N4O6

---

Q: What is the energy relative to the best compared isomer or geometry (same formula, charge and spin) in the first record?
A: 0.00 kcal/mol

---

Q: Number 2 is which compound?
A: C20H56F3N10O10S